(1)
Formula: C17H14N4S2SnTe
Source: the OMol25 dataset
Level of theory: the ωB97M-V functional and the def2-TZVPD basis

The energy above the lowest of the compared OMol25 structures with the same formula, charge and spin comes out at 0.0 kcal per mole. As for the lowest unoccupied orbital energy: -7.640 eV. The calculation puts the frontier orbital gap at 7.23 eV. The net charge is +2. The calculation puts the HOMO energy at -14.9 eV.

Each line ends with the Mulliken charge.
Cartesian coordinates (Å):
1 C 2.2263 1.6201 1.7748  -0.665
2 C -3.9905 2.2239 -2.3029  -0.399
3 C 0.0083 1.7333 0.8625  -0.459
4 C -2.7457 2.8352 -2.2221  -0.859
5 H -0.9697 2.1883 0.8061  0.634
6 C -0.6632 0.0361 -0.8735  0.624
7 H -1.6833 -3.0117 -4.3351  0.257
8 H 4.3488 -1.7461 3.2439  0.497
9 Te 2.4972 -3.5566 1.2349  0.361
10 H 3.3934 -0.0227 1.0079  0.564
11 H 0.8321 -0.1442 5.2234  0.466
12 C 0.9870 2.2324 1.7168  -0.515
13 H -0.1032 -3.5507 -4.8083  0.196
14 C 0.2965 0.6309 0.0854  0.274
15 S 1.6072 -2.4950 -2.9882  -0.305
16 C 2.2738 -2.1475 2.7387  0.006
17 C -0.1894 -2.4154 -3.1073  0.719
18 N -0.9919 -1.7973 -2.2819  -1.083
19 N 1.5049 0.0309 0.1671  -0.154
20 C -3.0651 0.1698 -1.4689  -0.158
21 N -0.6899 -3.0507 -4.1623  -0.376
22 H 0.7749 3.0977 2.3308  0.513
23 H -4.8410 2.7837 -2.6681  0.430
24 C 1.4552 -0.6893 4.5307  -0.458
25 H 3.4584 -0.1856 5.1596  0.465
26 H -3.1845 -0.8663 -1.1858  0.467
27 S 0.7389 -1.6994 3.3554  -0.046
28 H -0.6906 2.6068 -1.6842  0.556
29 Sn 1.5354 -1.9658 -0.6825  0.823
30 C 3.3007 -1.5650 3.4393  -0.442
31 C 2.8189 -0.7240 4.4754  -0.500
32 H -5.1224 0.4274 -1.9799  0.424
33 C -1.6610 2.1280 -1.7362  -0.230
34 H -2.6226 3.8624 -2.5362  0.427
35 N -0.3404 -1.1520 -1.2583  0.249
36 C 2.4507 0.5051 0.9916  -0.293
37 C -1.8161 0.7889 -1.3618  0.294
38 C -4.1505 0.8973 -1.9197  -0.769
39 H 3.0124 1.9870 2.4188  0.465

=====

(2)
Formula: C13H28Cl23Hg2O2
Source: the OMol25 dataset
Level of theory: the ωB97M-V functional and the def2-TZVPD basis

The energy above the lowest of the compared OMol25 structures with the same formula, charge and spin comes out at 5.3 kcal per mole. As for the lowest unoccupied orbital energy: -6.200 eV. The calculation puts the frontier orbital gap at 4.14 eV. The net charge is +1. The calculation puts the HOMO energy at -10.3 eV.

Each line ends with the Mulliken charge.
Cartesian coordinates (Å):
1 H 2.3663 2.1961 4.7190  0.013
2 Cl 0.2093 -0.0774 -0.6507  -0.655
3 Cl 4.4445 5.4936 2.0017  -0.181
4 H 1.8843 2.4658 -4.1570  0.264
5 C 0.6198 -2.4388 3.4032  -0.549
6 C 0.3749 4.0722 3.1186  -0.800
7 Cl -1.3848 2.4266 -4.5641  -0.159
8 C -3.7907 1.0135 1.9726  -0.525
9 H 4.3708 4.9663 -0.3022  0.353
10 Cl 3.7555 2.9360 0.8203  -0.007
11 C -5.3402 -1.6211 -2.4758  -0.464
12 C -1.6926 0.6719 -4.2377  -0.074
13 Cl -3.5536 2.1838 0.6054  -0.119
14 H -4.2443 1.4588 2.8580  0.403
15 H -1.7311 0.5295 -3.1577  0.054
16 H 0.8038 -1.7353 4.2151  0.208
17 H -6.1441 -2.3566 -2.5043  0.327
18 H 4.5965 -3.8628 0.5114  0.316
19 H -0.2521 -3.0495 3.6376  0.014
20 Cl 2.9239 -4.1644 -5.5138  -0.148
21 H -2.3741 -5.6233 -3.0983  0.385
22 H -3.5510 -4.7904 -2.1001  0.217
23 H 0.8569 -3.1966 -5.4581  0.279
24 Cl 4.6837 -2.4836 2.5376  -0.109
25 O 0.5449 -1.7578 2.1601  -0.504
26 H -2.4797 -3.3573 3.4214  0.233
27 C 3.2233 1.5458 4.5437  -0.151
28 Cl -0.4406 -0.2966 -5.0340  -0.116
29 Cl 2.9914 0.6265 3.0000  -0.020
30 O 0.3377 2.7013 2.7907  -0.618
31 H -2.3518 4.5954 0.5962  0.220
32 Cl -2.2800 5.8889 -1.3749  -0.155
33 H -4.5253 0.2983 1.6027  0.252
34 C 1.8009 -2.9048 -4.9979  -0.385
35 H -2.6779 0.4641 -4.6549  0.266
36 H 0.4883 4.7646 2.2844  0.037
37 Cl 3.4193 -1.8300 0.0049  -0.057
38 Cl -4.3787 -1.8775 -3.9192  -0.129
39 C 3.7490 4.6990 0.5522  -0.368
40 C -1.5641 5.0570 0.0007  -0.363
41 Cl 3.3890 0.6077 6.0225  -0.152
42 H -0.9597 5.7750 0.5549  0.290
43 Cl -1.4503 -3.5419 -2.1861  -0.054
44 Cl 3.3570 3.6747 -2.6892  -0.146
45 H 5.6566 -2.5512 0.2854  0.340
46 Cl 3.4382 0.8758 -3.5835  -0.168
47 Cl -2.1476 -3.2108 1.1213  0.062
48 Cl -0.5004 3.7303 -0.6227  -0.003
49 Cl -2.1062 -6.1125 -0.8223  -0.106
50 H -5.7217 -0.6002 -2.4893  0.329
51 Cl -4.2159 -1.6612 -1.0872  -0.045
52 Hg 0.5185 0.6267 1.9191  1.801
53 H -0.5689 4.3844 3.5656  0.313
54 H 1.6480 2.0061 -2.4328  -0.166
55 H 1.4135 -3.1860 3.4069  0.246
56 H 2.0815 -1.8981 -5.3077  0.276
57 H 2.7504 5.1097 0.4034  0.209
58 C 2.3741 2.2593 -3.2054  0.157
59 Cl -2.2710 0.1334 2.3275  -0.004
60 Cl 1.7331 -3.0166 -3.2073  -0.050
61 H 4.1369 2.1343 4.4585  0.358
62 C -2.4940 -5.0432 -2.1833  -0.325
63 H 1.0712 4.2549 3.9371  0.241
64 Hg 0.3548 -2.7521 -0.0251  1.096
65 H -4.0436 -3.4705 2.6289  0.352
66 Cl -2.8404 -5.5638 2.7241  -0.139
67 C 4.7109 -2.8083 0.7626  -0.456
68 C -3.0025 -3.7871 2.5669  -0.441

=====

(3)
Formula: C4H9N3S
Source: the OMol25 dataset
Level of theory: the ωB97M-V functional and the def2-TZVPD basis

The SMILES is [H]/N=C(/N)N1C[C@@H]1CS. The energy above the lowest of the compared OMol25 structures with the same formula, charge and spin comes out at 102.7 kcal per mole. As for the lowest unoccupied orbital energy: 0.760 eV. The calculation puts the frontier orbital gap at 9.52 eV. The calculation puts the HOMO energy at -8.8 eV.

Each line ends with the Mulliken charge.
Cartesian coordinates (Å):
1 N -2.6724 -0.3735 -0.3828  -0.844
2 C -0.3772 1.5485 -0.2756  -0.473
3 H -0.1152 -2.2853 0.7901  0.288
4 N -0.2829 0.0933 -0.6588  -0.271
5 H -2.8610 0.4825 -1.0543  0.248
6 C -1.3763 -0.6363 -0.3067  0.605
7 H -1.9483 -2.3777 0.5525  0.241
8 H 0.2925 0.3004 1.5992  0.271
9 H -1.5807 1.4578 0.0530  0.343
10 H 0.0012 2.3593 -0.9954  0.220
11 H 2.5335 0.4032 1.4703  0.299
12 S 2.5404 -1.0035 -0.5354  -0.280
13 N -1.1696 -1.7763 0.3380  -0.468
14 C 0.5134 0.5747 0.5169  -0.055
15 H 1.5372 -0.6444 -1.4784  0.215
16 C 2.0928 0.4954 0.4045  -0.618
17 H 2.8726 1.3821 -0.0371  0.278

=====

(4)
Formula: C25H50ClNP2SSi2V
Source: the OMol25 dataset
Level of theory: the ωB97M-V functional and the def2-TZVPD basis

As for the expectation value of S²: 0.759. As for the lowest unoccupied orbital energy (alpha / beta): 0.356 / 0.356 eV. The calculation puts the frontier orbital gap (alpha / beta) at 6.64 / 6.14 eV. Its spin multiplicity is 2. The calculation puts the HOMO energy (alpha / beta) at -6.3 / -5.8 eV.

Each line ends with the Mulliken charge.
Cartesian coordinates (Å):
1 H -1.7211 -1.1904 3.0667  0.396
2 H -1.9247 4.8953 -1.1706  0.381
3 H -1.9977 -1.1765 -5.3866  0.486
4 H 2.1763 -1.1328 -4.9220  0.320
5 C 0.8859 -2.2299 -2.6750  -1.334
6 H -2.4816 -1.3455 -2.2515  0.234
7 C 4.0213 -2.2653 -2.4253  -1.057
8 H -1.5481 0.0201 4.3510  0.972
9 H -0.1340 -3.2570 3.3985  0.308
10 H 0.0642 -2.8840 -2.3377  0.395
11 V 0.3709 -0.3056 0.2163  0.532
12 H 1.1043 0.1877 -5.4774  0.340
13 H 2.1207 1.4213 1.7576  0.603
14 C -1.0556 2.8068 4.2808  -1.830
15 C 2.1229 -1.3638 -0.1524  0.278
16 H 2.6426 0.1848 -2.8070  -0.511
17 C 1.9657 -0.0580 -4.8423  -1.827
18 H 0.6094 2.2176 -3.8896  0.284
19 H 1.3648 -2.8350 1.3396  0.522
20 C -2.9440 1.4067 1.9556  0.748
21 C 2.4388 0.0373 0.0161  -0.065
22 C 1.5284 1.9346 -3.3618  -1.395
23 H -2.9237 2.4931 1.7645  0.247
24 H 0.2062 -2.8827 5.1085  0.374
25 H 4.1435 -1.2548 -2.8335  0.333
26 H 4.8241 -2.4340 -1.6938  0.382
27 C -1.2132 4.2761 -1.7234  -1.209
28 H 1.4622 2.3236 -2.3385  0.143
29 C 1.4243 -0.7014 1.9701  0.290
30 C -3.7598 1.1187 3.2172  -1.618
31 N -0.9415 -1.7230 0.2246  -0.954
32 H 1.6654 1.1296 4.7485  0.337
33 H 0.6584 2.0618 3.1998  -0.534
34 Si 2.3900 -2.5718 -1.5787  -0.311
35 C -1.1243 -1.3791 -4.7517  -1.637
36 H 2.8368 0.4715 -5.2558  0.471
37 H -2.0648 3.1969 4.0924  0.335
38 Si 0.6540 -0.9229 3.6793  -0.299
39 H -4.6647 0.9536 0.7363  0.538
40 C -0.3584 2.4184 2.9729  1.213
41 H -3.3826 1.6330 4.1074  0.315
42 C 1.7474 0.4204 -3.4032  1.189
43 H 0.3308 3.4046 1.1309  0.141
44 H 2.8883 -4.4651 -0.0959  0.345
45 H -2.5160 0.4238 -2.1496  -0.024
46 H -4.7876 1.4680 3.0476  0.487
47 H 2.4804 -5.0325 -1.7362  0.373
48 C -2.4068 -0.4184 -2.8371  -1.077
49 H 2.3711 2.4270 -3.8687  0.495
50 C 1.5772 0.0583 4.9657  -1.052
51 C 0.5562 -2.7384 4.0785  -1.217
52 Cl -1.5475 2.5883 -1.3416  0.104
53 C -1.3564 -2.8386 0.4326  0.558
54 H -1.0028 0.6693 -4.0553  0.254
55 H -0.2389 -1.3459 -5.3948  0.312
56 H -1.3847 4.4282 -2.7921  0.384
57 H -3.4932 -0.3829 0.8140  0.235
58 H -1.2389 3.9779 1.7257  0.287
59 H -1.1162 1.9860 5.0079  0.311
60 C -1.1206 -0.3263 3.3985  -1.337
61 H 1.1164 -2.5092 -3.7136  0.976
62 H 2.5926 -0.3547 5.0463  0.382
63 C -0.2480 3.6241 2.0365  -1.394
64 H 2.9424 0.6390 -0.7312  0.610
65 H 0.2466 4.4446 2.5768  0.494
66 H -0.4770 3.6138 4.7541  0.479
67 C 2.2146 -4.3157 -0.9488  -1.216
68 H -3.1611 1.0421 -0.1889  -0.022
69 S -2.0461 -4.2417 0.6385  -0.461
70 P 0.3629 -0.4842 -2.4789  0.591
71 H 1.0925 -0.0551 5.9453  0.347
72 P -1.1430 0.9447 2.0782  0.584
73 H -0.1788 4.4981 -1.4434  0.326
74 C 1.5565 -1.7994 1.0792  -1.330
75 C 2.0137 0.4418 1.3060  -0.099
76 H -3.7919 0.0393 3.4221  0.278
77 H -3.2544 -0.3866 -3.5348  0.537
78 H 1.1845 -4.5174 -0.6240  0.305
79 H 1.5516 -3.1892 3.9802  0.344
80 C -1.0988 -0.3429 -3.6267  0.751
81 H -1.2231 -2.3950 -4.3437  0.285
82 H 4.1589 -2.9855 -3.2433  0.348
83 C -3.5938 0.7104 0.7584  -1.083

=====

no.,energy (eV)
1,-58596.647
2,-314384.999
3,-19595.184
4,-111607.441